DFT (ωB97M-V/def2-TZVPD) results for the ion C3H6BrN2O with charge +1.

Each line ends with the natural charge from an NBO analysis.
Geometry (Å):
1 C -1.011 -1.932 0.247  0.15
2 C -2.430 -0.222 0.117  0.44
3 C 0.906 0.977 -0.018  -0.47
4 N -1.415 0.670 0.032  -0.31
5 N -0.210 0.201 0.340  -0.24
6 O -2.251 -1.509 -0.043  -0.41
7 Br -4.290 0.200 -0.032  0.22
8 H -0.561 -1.871 1.340  0.26
9 H -0.512 -2.470 -0.530  0.22
10 H 1.716 0.518 -0.616  0.26
11 H 1.573 1.082 0.798  0.25
12 H 0.550 1.903 -0.519  0.20
13 H -1.535 1.565 -0.412  0.45

Values from the calculation:
HOMO energy (spin up / spin down) (eV): -12.86 / -12.97
Energy above the lowest of the compared OMol25 structures with the same formula, charge and spin (kJ/mol): 339.49
Kohn-Sham gap (spin up / spin down) (eV): 7.42 / 7.77
Multiplicity: 1
Total charge: +1

DFT (ωB97M-V/def2-TZVPD) results for a structure of composition C3H6BrNO.

Each line ends with the natural charge from an NBO analysis.
Geometry (Å):
1 C -0.005 -0.473 0.100  0.66
2 C -1.357 1.422 -0.128  -0.28
3 C 1.728 -1.221 -0.462  -0.54
4 N -0.470 -1.099 1.055  -0.75
5 O -0.163 0.686 -0.525  -0.50
6 Br 3.070 0.103 -0.094  0.01
7 H -2.142 0.794 0.110  0.18
8 H -1.633 2.194 -0.845  0.21
9 H -1.346 2.114 0.697  0.19
10 H 1.834 -1.453 -1.595  0.22
11 H 1.798 -2.131 0.192  0.23
12 H -1.314 -0.936 1.494  0.37

Values from the calculation:
HOMO energy (eV): -9.20
Energy above the lowest of the compared OMol25 structures with the same formula, charge and spin (kJ/mol): 198.89
Kohn-Sham gap (eV): 9.98
Multiplicity: 1

DFT (ωB97M-V/def2-TZVPD) results for a cluster of 2 separate species, C3H6BrNO2 in total.

Each line ends with the natural charge from an NBO analysis.
Geometry (Å):
1 C -0.469 0.788 1.283  -0.62
2 C 0.777 0.231 0.654  -0.50
3 C 0.555 -1.100 -0.038  -0.22
4 N -0.717 -0.264 -1.923  0.50
5 O -1.879 -0.040 -1.884  -0.34
6 O 0.146 0.076 -2.669  -0.35
7 Br 1.706 -1.990 -1.148  0.17
8 H -1.178 1.185 0.471  0.22
9 H -0.129 1.648 1.834  0.22
10 H -1.180 0.183 1.883  0.23
11 H 1.414 0.123 1.485  0.23
12 H 1.318 0.880 -0.144  0.24
13 H -0.365 -1.721 0.196  0.22

Values from the calculation:
HOMO energy (spin up / spin down) (eV): -9.40 / -8.23
Energy above the lowest of the compared OMol25 structures with the same formula, charge and spin (kJ/mol): 511.78
Kohn-Sham gap (spin up / spin down) (eV): 9.06 / 7.17
Multiplicity: 1

DFT (ωB97M-V/def2-TZVPD) results for an isolated molecule of C3H6BrNO2.

Each line ends with the Löwdin spin population.
Geometry (Å):
1 C -0.845 0.013 0.388  0.01
2 C -1.939 1.034 0.182  0.00
3 C 1.931 -1.082 0.111  0.51
4 N -0.070 -0.051 -0.696  0.02
5 O -0.583 -0.582 1.376  0.01
6 O 0.990 -0.944 -0.914  0.07
7 Br 3.032 0.551 0.408  1.30
8 H -1.446 1.962 0.341  0.00
9 H -2.862 0.939 0.696  0.00
10 H -2.103 0.908 -0.905  0.00
11 H 1.433 -1.313 0.960  0.03
12 H 2.814 -1.643 -0.322  0.04
13 H -0.351 0.210 -1.625  0.00

Values from the calculation:
HOMO energy (spin up / spin down) (eV): -4.71 / -9.54
Energy above the lowest of the compared OMol25 structures with the same formula, charge and spin (kJ/mol): 315.35
Kohn-Sham gap (spin up / spin down) (eV): 5.38 / 5.73
Multiplicity: 3

DFT (ωB97M-V/def2-TZVPD) results for a cluster of 2 separate species, C3H6BrNO3 in total.

Each line ends with the natural charge from an NBO analysis.
Geometry (Å):
1 C -0.905 0.329 1.741  -0.47
2 C -0.378 -0.519 -1.323  -0.15
3 C 0.706 -0.024 -0.344  0.05
4 N 0.911 1.361 -0.100  0.44
5 O 1.918 1.693 0.456  -0.38
6 O 0.026 2.062 -0.497  -0.41
7 O -0.824 -1.757 -0.939  -0.69
8 Br 2.038 -1.195 0.265  0.14
9 H 0.069 0.595 2.186  0.17
10 H -1.274 -0.682 2.128  0.21
11 H -1.207 1.036 0.989  0.20
12 H -1.171 0.213 -1.182  0.24
13 H 0.203 -0.728 -2.295  0.19
14 H -0.112 -2.384 -1.085  0.47

Values from the calculation:
HOMO energy (spin up / spin down) (eV): -9.20 / -9.27
Energy above the lowest of the compared OMol25 structures with the same formula, charge and spin (kJ/mol): 424.91
Kohn-Sham gap (spin up / spin down) (eV): 7.44 / 8.90
Multiplicity: 1

DFT (ωB97M-V/def2-TZVPD) results for an isolated molecule of C3H6BrP.

Each line ends with the natural charge from an NBO analysis.
Geometry (Å):
1 C -0.813 0.709 -0.714  -0.39
2 C -1.135 0.075 0.624  -0.39
3 C 0.280 0.094 0.076  -0.59
4 P 1.230 -1.375 -0.145  0.54
5 Br 2.791 -0.882 -1.639  -0.23
6 H -0.959 0.157 -1.609  0.22
7 H -0.965 1.742 -0.726  0.22
8 H -1.154 0.634 1.476  0.21
9 H -1.818 -0.743 0.777  0.22
10 H 0.719 0.858 0.733  0.22
11 H 1.825 -1.268 1.147  -0.03

Values from the calculation:
HOMO energy (eV): -8.95
Energy above the lowest of the compared OMol25 structures with the same formula, charge and spin (kJ/mol): 31.69
Kohn-Sham gap (eV): 9.57
Multiplicity: 1

DFT (ωB97M-V/def2-TZVPD) results for a cluster of 2 separate species, C3H6BrP in total.

Each line ends with the natural charge from an NBO analysis.
Geometry (Å):
1 C -0.664 0.832 -0.768  -0.43
2 C -1.386 -0.247 0.032  -0.43
3 C 0.068 0.098 0.278  -0.49
4 P 1.467 -1.073 -0.134  0.53
5 Br 3.170 0.321 0.105  -0.23
6 H -0.395 0.654 -1.889  0.22
7 H -0.960 1.790 -0.559  0.22
8 H -2.085 0.129 0.694  0.22
9 H -1.547 -1.259 -0.325  0.22
10 H 0.692 0.528 1.579  0.20
11 H 1.640 -1.772 0.986  -0.05

Values from the calculation:
HOMO energy (eV): -8.85
Energy above the lowest of the compared OMol25 structures with the same formula, charge and spin (kJ/mol): 167.93
Kohn-Sham gap (eV): 9.40
Multiplicity: 1

DFT (ωB97M-V/def2-TZVPD) results for a cluster of 2 separate species, C3H6Cl2 in total.

Each line ends with the natural charge from an NBO analysis.
Geometry (Å):
1 C -0.374 -0.205 1.243  -0.70
2 C 0.183 0.778 -1.088  -0.44
3 C -0.171 -0.327 -0.216  0.02
4 Cl -0.855 2.250 -0.836  -0.10
5 Cl -0.763 -1.754 -0.970  0.02
6 H 0.510 0.069 1.770  0.23
7 H -1.086 0.695 1.494  0.24
8 H -0.781 -1.251 1.667  0.24
9 H 1.128 1.225 -0.850  0.23
10 H 0.163 0.566 -2.157  0.24
11 H 2.046 -2.046 -0.057  0.00

Values from the calculation:
HOMO energy (spin up / spin down) (eV): -10.80 / -8.06
Energy above the lowest of the compared OMol25 structures with the same formula, charge and spin (kJ/mol): 454.29
Kohn-Sham gap (spin up / spin down) (eV): 10.42 / 7.74
Multiplicity: 1

DFT (ωB97M-V/def2-TZVPD) results for a cluster of 2 separate species, C3H6Cl2 in total.

Each line ends with the natural charge from an NBO analysis.
Geometry (Å):
1 C -0.595 0.270 -0.085  -0.38
2 C 1.374 -1.140 0.271  -0.37
3 C 0.001 -0.728 0.452  -0.19
4 Cl 1.286 -2.960 0.180  -0.10
5 Cl -2.057 3.681 -0.854  -0.25
6 H -1.476 2.584 -0.699  0.25
7 H -1.624 0.413 -0.025  0.20
8 H -0.194 1.083 -0.631  0.18
9 H 1.739 -0.783 -0.709  0.22
10 H 2.094 -1.013 1.020  0.23
11 H -0.549 -1.405 1.079  0.21

Values from the calculation:
HOMO energy (eV): -10.52
Energy above the lowest of the compared OMol25 structures with the same formula, charge and spin (kJ/mol): 131.90
Kohn-Sham gap (eV): 11.36
Multiplicity: 1

DFT (ωB97M-V/def2-TZVPD) results for an isolated molecule of C3H6Cl2NO3P.

Each line ends with the natural charge from an NBO analysis.
Geometry (Å):
1 C 0.394 -0.965 0.748  -0.24
2 C 1.817 -0.389 0.519  -0.10
3 C 0.417 0.837 -0.903  0.50
4 N -0.426 0.034 0.004  -0.86
5 O -2.331 0.076 -1.921  -1.03
6 O 1.708 0.248 -0.763  -0.52
7 O 0.324 2.127 -0.457  -0.69
8 P -2.003 -0.185 -0.502  1.94
9 Cl -2.461 -2.067 0.025  -0.24
10 Cl -2.973 1.049 0.799  -0.26
11 H 0.329 -1.990 0.415  0.21
12 H -0.026 -0.831 1.794  0.22
13 H 2.159 0.330 1.302  0.18
14 H 2.558 -1.276 0.480  0.21
15 H 0.258 0.870 -2.000  0.21
16 H 0.255 2.131 0.460  0.47

Values from the calculation:
HOMO energy (eV): -10.35
Energy above the lowest of the compared OMol25 structures with the same formula, charge and spin (kJ/mol): 0.00
Kohn-Sham gap (eV): 10.66
Multiplicity: 1